Entry 1:
ORCA calculation (wB97M-V/def2-TZVPD) on a single C5H7NO molecule.

HOMO-LUMO gap in eV: 8.16
Strongest force on any atom in eV/Å: 0.6
Lowest unoccupied orbital energy in eV: 0.602
Calculated total energy in hartree: -324.5831
Charge: 0

Geometry as XYZ:
```
14
C5H7NO wB97M-V/def2-TZVPD
C 1.2066 -0.4748 1.2569
N 0.1391 0.0184 0.4021
C -0.1579 1.2696 0.1699
C -0.9953 1.2580 -1.0493
C -1.3808 -0.1572 -1.3741
C -0.6213 -0.8121 -0.4699
O -0.4205 -2.1476 -0.2446
H 1.9219 -1.0225 0.6375
H 0.7960 -1.1553 2.0022
H 1.7001 0.3706 1.7385
H 0.3150 2.0956 0.6856
H -1.6731 2.0890 -1.2587
H -0.0711 1.4699 -1.6438
H -0.9550 -2.5678 -0.9332
```

---

Entry 2:
ORCA calculation (wB97M-V/def2-TZVPD) on 2 unconnected molecules or ions with the total composition C10H17N2O3.

HOMO-LUMO gap (spin up / spin down) in eV: 5.99 / 5.99
Strongest force on any atom in eV/Å: 3.6
Lowest unoccupied orbital energy (spin up / spin down) in eV: -6.861 / -6.854
Calculated total energy in hartree: -725.9967
Charge: +1

Geometry as XYZ:
```
32
C10H17N2O3 wB97M-V/def2-TZVPD
C 2.1593 1.7718 0.9289
C -0.0223 1.9053 1.7527
C 1.1943 0.8486 -0.0020
C 0.0730 0.9922 0.6031
C 1.8073 0.2577 -1.3103
C -2.6738 -1.5351 0.6509
C 2.3360 1.4245 -2.1402
C 2.9834 -0.6648 -1.0186
C -1.8858 -2.7027 0.2196
C -4.0260 -1.6616 1.3189
N 0.8152 -0.4501 -1.9796
N -2.1979 -0.3751 0.5154
O 3.2824 1.9844 0.7128
O 1.4065 2.2430 1.9171
O -0.7063 3.0586 1.4879
H -0.5500 1.3890 2.6977
H 3.4131 1.4015 -2.1909
H 1.8005 2.2262 -1.6353
H 2.0886 1.0857 -3.1874
H 3.2871 -1.2629 -1.9255
H 2.5815 -1.3769 -0.2523
H 3.8811 -0.0520 -0.6767
H -2.5371 -3.4715 -0.0235
H -1.3742 -3.0391 1.0222
H -1.1752 -2.4112 -0.5473
H -4.1412 -1.4283 2.3267
H -4.3022 -2.7238 1.3766
H -4.7472 -0.9761 0.9323
H 0.4508 -0.0110 -2.7533
H 0.0025 -0.7795 -1.4430
H -2.7606 0.5011 0.5056
H -0.4625 3.8321 2.1178
```

---

Entry 3:
ORCA calculation (wB97M-V/def2-TZVPD) on a single C11H8O4 molecule.

HOMO-LUMO gap in eV: 8.21
Structure (SMILES): O=c1ccoc(C2=C[C@H]3O[C@H]3[C@@H]3O[C@H]23)c1
Strongest force on any atom in eV/Å: 3.6
Lowest unoccupied orbital energy in eV: -0.639
Calculated total energy in hartree: -724.7530
Charge: 0

Geometry as XYZ:
```
23
C11H8O4 wB97M-V/def2-TZVPD
O -1.9051 0.6157 4.2770
O 0.0817 -1.3354 1.3853
O 2.7420 2.8910 -1.5833
O 1.1678 -0.2853 -2.1198
C -1.2642 0.0327 3.4086
C -0.5501 -2.0239 2.4032
C -1.2905 -1.3947 3.3697
C -0.6080 0.7640 2.3381
C 0.0884 0.0300 1.3590
C 0.8486 2.0767 0.0951
C 0.7974 0.7031 0.2399
C 1.4252 2.8751 -1.0500
C 1.5283 -0.1823 -0.7518
C 1.8692 1.9853 -2.2304
C 2.2465 0.5839 -1.8892
H -0.3799 -3.0895 2.4084
H -1.7998 -1.9434 4.1528
H -0.7014 1.8386 2.3489
H 0.2728 2.6833 0.7711
H 0.7193 3.6679 -1.3108
H 2.2236 -0.9089 -0.2681
H 1.3637 2.2811 -3.1486
H 3.2957 0.3062 -2.0339
```

---

Entry 4:
ORCA calculation (wB97M-V/def2-TZVPD) on a gas-phase ion, C3HBrNOS2 (charge -1).

HOMO-LUMO gap (spin up / spin down) in eV: 6.01 / 6.61
Strongest force on any atom in eV/Å: 2.1
Lowest unoccupied orbital energy (spin up / spin down) in eV: 2.524 / 3.032
Calculated total energy in hartree: -3615.1629
Charge: -1

Geometry as XYZ:
```
9
C3HBrNOS2 wB97M-V/def2-TZVPD
C -1.2313 -0.4540 0.7233
C -0.6417 0.7412 0.8449
C 0.7346 -0.9623 -1.0007
N 0.9261 0.3102 -0.9735
O 0.2555 1.2136 -0.0934
S -1.1849 2.0116 1.8433
S 1.3886 -2.1331 -1.8973
Br -1.8763 -1.5938 2.0143
H 1.6296 0.8667 -1.4608
```

---

Entry 5:
ORCA calculation (wB97M-V/def2-TZVPD) on a single C6H10BrNO molecule.

HOMO-LUMO gap in eV: 10.71
Structure (SMILES): CC(C)(C)O[C@@H](Br)C#N
Strongest force on any atom in eV/Å: 4.6
Lowest unoccupied orbital energy in eV: 0.146
Calculated total energy in hartree: -2938.5598
Charge: 0

Geometry as XYZ:
```
19
C6H10BrNO wB97M-V/def2-TZVPD
C 2.5054 -2.1500 0.8241
C 0.1412 -0.2582 1.6077
C 0.5012 1.5972 -0.0779
C -0.9324 -0.4637 -0.6164
C 1.8153 -1.8720 -0.3904
C 0.2537 0.1009 0.0660
N 3.1116 -2.2852 1.7996
O 1.4328 -0.4219 -0.5055
Br 2.8841 -2.2342 -2.0161
H -0.7211 0.2357 2.0279
H -0.0064 -1.3159 1.6688
H 1.0488 0.1129 2.1419
H -0.2286 2.2943 0.4025
H 0.7061 1.7461 -1.1548
H 1.4730 1.8242 0.5210
H -1.1624 -0.3055 -1.5652
H -1.0385 -1.4664 -0.2409
H -1.6815 0.1134 -0.1357
H 0.9817 -2.4886 -0.5510
```

---

ΔE to the lowest compared entry with this formula, charge and spin
In order: 3.846; 4.401; 2.351; 3.618; 0.000
Unit: eV